{"formula": "C36H96Cs2NO15", "method": "the ωB97M-V functional and the def2-TZVPD basis", "species": ["Cs", "Cs", "N", "O", "O", "O", "C", "C", "C", "O", "H", "H", "H", "H", "H", "H", "H", "H", "C", "C", "C", "O", "H", "H", "H", "H", "H", "H", "H", "H", "C", "C", "C", "O", "H", "H", "H", "H", "H", "H", "H", "H", "C", "C", "C", "O", "H", "H", "H", "H", "H", "H", "H", "H", "C", "C", "C", "O", "H", "H", "H", "H", "H", "H", "H", "H", "C", "C", "C", "O", "H", "H", "H", "H", "H", "H", "H", "H", "C", "C", "C", "O", "H", "H", "H", "H", "H", "H", "H", "H", "C", "C", "C", "O", "H", "H", "H", "H", "H", "H", "H", "H", "C", "C", "C", "O", "H", "H", "H", "H", "H", "H", "H", "H", "C", "C", "C", "O", "H", "H", "H", "H", "H", "H", "H", "H", "C", "C", "C", "O", "H", "H", "H", "H", "H", "H", "H", "H", "C", "C", "C", "O", "H", "H", "H", "H", "H", "H", "H", "H"], "coordinates": [[-5.77, -19.66, -2.58], [-0.15, -20.58, -5.73], [-3.59, -20.92, -5.60], [-4.49, -20.85, -6.47], [-3.56, -20.02, -4.74], [-2.81, -21.88, -5.53], [-10.79, -25.49, -1.69], [-10.49, -25.75, -3.16], [-11.27, -24.70, -4.03], [-9.06, -25.68, -3.33], [-10.25, -26.17, -1.05], [-11.86, -25.62, -1.54], [-10.58, -24.46, -1.55], [-10.85, -26.72, -3.44], [-12.33, -24.96, -3.94], [-10.97, -24.67, -5.06], [-11.09, -23.76, -3.51], [-8.70, -26.43, -2.86], [-7.76, -21.26, -12.06], [-8.21, -22.16, -10.92], [-9.21, -21.32, -10.15], [-8.79, -23.34, -11.41], [-7.12, -20.54, -11.58], [-8.55, -20.72, -12.70], [-7.08, -21.83, -12.73], [-7.43, -22.43, -10.27], [-8.70, -20.50, -9.62], [-9.78, -21.87, -9.44], [-9.95, -20.89, -10.79], [-9.52, -22.98, -11.92], [-3.78, -22.16, -11.26], [-4.24, -22.60, -9.82], [-4.32, -24.16, -9.73], [-3.33, -22.04, -8.89], [-4.47, -22.55, -11.98], [-2.92, -22.73, -11.47], [-3.63, -21.08, -11.22], [-5.27, -22.22, -9.64], [-4.97, -24.46, -8.95], [-3.35, -24.64, -9.69], [-4.83, -24.51, -10.65], [-3.75, -21.96, -8.00], [-2.47, -21.57, -2.30], [-0.99, -21.41, -1.97], [-0.24, -22.54, -2.61], [-0.53, -20.31, -2.64], [-2.61, -21.64, -3.35], [-2.96, -20.64, -2.04], [-2.86, -22.45, -1.82], [-0.85, -21.32, -0.88], [-0.33, -23.47, -1.97], [0.86, -22.34, -2.72], [-0.69, -22.75, -3.59], [-0.64, -19.53, -2.06], [-7.64, -16.95, -6.00], [-7.01, -18.18, -6.58], [-6.31, -18.03, -7.89], [-5.99, -18.59, -5.59], [-6.92, -16.18, -6.11], [-7.93, -17.12, -4.96], [-8.49, -16.66, -6.59], [-7.86, -18.91, -6.57], [-6.96, -17.83, -8.78], [-5.74, -18.93, -8.07], [-5.60, -17.21, -7.87], [-5.38, -19.29, -5.85], [-3.77, -16.78, -3.48], [-3.33, -16.82, -2.06], [-2.90, -15.44, -1.66], [-4.47, -17.20, -1.29], [-3.83, -17.84, -3.85], [-3.09, -16.22, -4.09], [-4.77, -16.47, -3.49], [-2.57, -17.48, -1.81], [-3.74, -14.73, -1.77], [-2.07, -15.13, -2.29], [-2.67, -15.36, -0.59], [-4.18, -17.36, -0.37], [-2.13, -17.84, -6.88], [-2.70, -18.65, -8.04], [-2.91, -17.78, -9.26], [-1.82, -19.76, -8.16], [-2.30, -18.45, -5.97], [-2.65, -16.91, -6.79], [-1.03, -17.65, -7.03], [-3.63, -19.05, -7.75], [-3.31, -18.35, -10.10], [-1.97, -17.34, -9.60], [-3.58, -16.97, -9.01], [-2.24, -20.41, -8.72], [-8.72, -21.94, -3.00], [-7.84, -22.60, -4.02], [-8.04, -22.04, -5.43], [-6.45, -22.27, -3.66], [-9.74, -22.27, -3.27], [-8.79, -20.83, -3.09], [-8.40, -22.25, -2.04], [-7.89, -23.64, -3.94], [-7.36, -22.59, -6.11], [-7.94, -20.97, -5.52], [-9.01, -22.35, -5.90], [-5.88, -22.97, -4.12], [-0.16, -23.66, -8.44], [-0.34, -24.53, -7.18], [0.95, -25.21, -6.75], [-0.85, -23.73, -6.05], [0.04, -24.38, -9.27], [0.65, -22.90, -8.30], [-1.10, -23.18, -8.67], [-1.14, -25.26, -7.44], [1.14, -26.15, -7.38], [0.99, -25.49, -5.70], [1.75, -24.46, -6.90], [-1.64, -23.26, -6.32], [-5.80, -29.79, -0.76], [-6.00, -28.91, -2.03], [-6.63, -29.80, -3.11], [-6.86, -27.72, -1.91], [-4.99, -30.46, -1.06], [-6.72, -30.42, -0.72], [-5.53, -29.22, 0.12], [-5.06, -28.58, -2.49], [-6.82, -29.34, -4.04], [-7.50, -30.39, -2.75], [-5.93, -30.62, -3.35], [-6.72, -27.44, -0.99], [-8.17, -25.34, -7.41], [-7.18, -25.93, -6.41], [-6.27, -26.92, -7.05], [-6.40, -24.80, -5.83], [-8.45, -24.34, -7.07], [-8.95, -25.99, -7.66], [-7.60, -25.23, -8.33], [-7.72, -26.47, -5.62], [-6.72, -27.62, -7.71], [-5.71, -27.45, -6.32], [-5.58, -26.43, -7.74], [-5.51, -25.14, -5.60], [-1.83, -26.80, -4.36], [-3.14, -26.04, -4.21], [-3.10, -24.75, -3.39], [-3.62, -25.71, -5.54], [-1.62, -27.37, -3.46], [-0.93, -26.20, -4.60], [-1.92, -27.58, -5.13], [-3.89, -26.76, -3.80], [-2.73, -23.87, -3.98], [-2.50, -24.87, -2.47], [-4.09, -24.49, -2.94], [-3.01, -25.13, -5.99]], "total_charge": 1, "homo_lumo_gap_ev": 9.25}